No. 1
Molecular formula: C10H5N4O2OsS2
Method: DFT, the ωB97M-V functional and the def2-TZVPD basis

Element x y z (Å)
Os -0.773693 0.180120 0.987372
S -1.019449 -1.964422 0.586732
S -0.889503 -0.669430 3.018864
O -1.054858 2.089622 1.339477
O -1.247568 0.930393 -0.771881
N -1.490338 -5.629557 1.590112
N -1.316598 -3.525556 5.527150
N -1.436649 2.239376 -0.856206
N -1.334237 2.801015 0.249847
C -1.865598 4.989573 -0.700528
C -1.271507 -3.490321 4.380703
C -1.567413 6.130802 1.832871
C -1.382651 -4.659142 2.193672
C -1.901480 6.916499 0.740329
C -2.048291 6.348009 -0.520048
C -1.036449 -2.274393 2.314214
C -1.227155 -3.442146 2.943597
C -1.377666 4.766445 1.679669
C -1.532430 4.232852 0.412533
H -2.048784 7.980201 0.868534
H -1.452047 6.576328 2.810890
H -2.308517 6.964331 -1.369158
H -1.114246 4.143818 2.520070
H -1.977590 4.536076 -1.674694

Forces on the atoms, in the same order (eV/Å):
Os 0.2 -1.0 0.3
S 0.1 0.6 -0.2
S 0.0 0.5 -0.5
O 0.0 0.2 0.4
O -0.1 0.1 -0.2
N 0.0 0.0 0.0
N 0.0 0.1 0.0
N 0.1 -0.4 0.1
N -0.1 0.5 0.0
C 0.0 0.0 -0.1
C 0.0 -0.1 -0.2
C 0.0 0.0 0.0
C 0.1 0.1 0.2
C 0.0 0.0 0.0
C 0.0 0.0 0.0
C -0.2 -0.2 0.2
C 0.0 -0.2 0.1
C 0.0 0.1 0.0
C 0.0 -0.4 0.0
H 0.0 0.0 0.0
H 0.0 0.0 0.0
H 0.0 0.0 0.0
H 0.0 0.0 0.0
H 0.0 0.0 0.0

Kohn-Sham gap (spin up / spin down) = 6.153 / 6.150 eV
electronic energy = -1640.1668 hartree
charge = +1


No. 2
Molecular formula: C10H6Cl3F6N3O7RhS2
Method: DFT, the ωB97M-V functional and the def2-TZVPD basis

Element x y z (Å)
Rh 0.088006 0.292163 0.219205
Cl 1.222191 2.357200 4.570582
Cl 3.523855 0.903826 3.584817
Cl 1.403600 -0.492996 4.998832
S 1.532227 -0.042735 -2.759571
S -0.663375 1.424290 -2.234909
F 2.780611 1.446771 -0.970879
F -2.531248 3.172386 -2.485742
F -1.005773 3.291547 -4.020437
F -2.478546 1.702331 -4.076516
F 2.681244 2.321233 -2.949800
F 4.033197 0.681022 -2.554491
O 2.081063 -0.850539 -3.786144
O -3.373805 -5.541828 2.388984
O 1.177972 -0.589670 2.042939
O 0.552988 1.495218 1.908646
O 1.204353 -0.716874 -1.488446
O -1.531039 0.434627 -1.587869
O -0.021182 2.277299 -1.246035
N -3.378700 -6.131560 0.235289
N 0.305974 0.805134 -3.290916
N -1.044462 -1.632965 0.568879
C -3.072488 -5.283968 1.177888
C 2.850130 1.197709 -2.277058
C -2.360821 -4.003376 0.953699
C 1.783233 0.838623 3.893019
C -1.720398 -3.758230 -0.254611
C -1.642587 -1.877477 1.731186
C -1.077394 -2.541691 -0.405807
C -1.745673 2.478371 -3.294490
C -2.324928 -3.058493 1.974403
C 1.121774 0.554074 2.534133
H -1.686410 -4.464892 -1.072269
H -2.812361 -3.216431 2.926063
H -1.561771 -1.114229 2.493987
H -0.563632 -2.284064 -1.322794
H -3.182414 -5.914426 -0.730814
H -3.847783 -7.003264 0.446771

Forces on the atoms, in the same order (eV/Å):
Rh -0.3 0.0 0.2
Cl 0.0 0.0 0.0
Cl 0.0 0.0 0.0
Cl 0.0 0.0 0.0
S -0.2 0.0 -0.1
S 0.0 -0.1 0.1
F 0.0 0.0 0.0
F 0.0 0.0 0.0
F 0.0 0.0 0.0
F 0.0 0.0 0.0
F 0.0 0.0 0.0
F 0.0 0.0 0.0
O 0.0 0.0 0.0
O 0.0 -0.1 0.1
O 0.2 -0.1 0.1
O 0.1 0.1 0.1
O 0.1 0.0 0.1
O 0.0 0.1 -0.1
O 0.0 0.1 -0.1
N 0.0 0.0 0.1
N 0.1 0.0 0.0
N -0.1 0.0 0.0
C 0.0 0.0 -0.2
C 0.0 0.0 0.0
C 0.0 0.1 0.0
C 0.0 0.0 0.0
C 0.1 0.0 0.0
C 0.1 0.0 0.0
C 0.0 0.0 0.0
C 0.0 0.0 0.0
C 0.0 0.0 0.0
C 0.0 0.0 -0.1
H 0.0 0.0 0.0
H 0.0 0.0 0.0
H 0.0 0.0 0.0
H 0.0 0.0 0.0
H 0.0 0.0 0.0
H 0.0 0.0 0.0

Kohn-Sham gap (spin up / spin down) = 6.600 / 3.592 eV
electronic energy = -3961.9219 hartree
charge = +1
multiplicity = 5


No. 3
Molecular formula: C10H6Cl4N2O5SeTa
Method: DFT, the ωB97M-V functional and the def2-TZVPD basis

Element x y z (Å)
Ta -0.075990 -0.488003 -0.096699
Se 0.111073 -2.806470 -0.291712
Cl -5.878094 0.177161 -3.667169
Cl -5.050127 0.001311 -0.615485
Cl -3.646723 0.204381 -5.873878
Cl -0.598455 0.072475 -5.002901
O 1.538414 -0.589618 3.582815
O -0.281101 -0.085793 -2.022912
O -2.083972 -0.118012 -0.245407
O 3.372497 1.954471 0.275047
O 0.127022 -0.297534 1.850611
N 1.916809 0.168766 0.123413
N 0.065269 2.108511 -0.355599
C 2.356258 1.429244 -0.154842
C -3.857549 0.019559 -1.866586
C 2.455671 -0.440479 1.346515
C 1.383605 2.204312 -1.024502
C -1.527246 -0.029828 -2.496484
C -3.221013 0.107300 -4.199391
C 1.343215 -0.449682 2.409316
C -1.869170 0.041625 -3.830458
C -2.527531 -0.048950 -1.501905
C -4.207612 0.095937 -3.221876
H 1.290915 1.732887 -2.001586
H 2.731442 -1.480697 1.171304
H 1.752581 3.219479 -1.137452
H -0.664485 2.542700 -0.908064
H 3.313521 0.110913 1.720208
H 0.095877 2.580934 0.541980

Forces on the atoms, in the same order (eV/Å):
Ta -0.3 -0.9 0.1
Se 0.1 0.2 0.1
Cl 0.1 0.0 0.0
Cl 0.0 0.0 -0.1
Cl 0.0 0.0 0.1
Cl -0.1 0.0 0.0
O 0.0 0.0 0.1
O -0.2 0.4 -1.2
O 0.2 0.1 -0.2
O 0.0 0.0 0.0
O 0.2 0.3 1.0
N 0.1 0.1 0.2
N 0.2 -0.2 0.0
C 0.1 -0.3 0.1
C -0.2 0.0 0.0
C -0.2 0.2 -0.2
C -0.2 0.0 0.1
C 0.3 0.0 0.2
C 0.0 0.0 0.0
C -0.2 0.1 -0.4
C 0.0 0.1 -0.2
C 0.1 0.0 0.3
C 0.0 0.0 0.0
H 0.0 0.0 0.0
H 0.0 -0.1 0.0
H 0.0 0.1 0.0
H -0.1 -0.1 0.0
H 0.1 0.0 0.0
H 0.0 0.0 0.0

Kohn-Sham gap = 7.676 eV
electronic energy = -5169.9273 hartree
charge = -1


No. 4
Molecular formula: C10H6Cl4O10PdS2
Method: DFT, the ωB97M-V functional and the def2-TZVPD basis

Element x y z (Å)
Pd 0.349511 0.672201 -0.200695
Cl 0.450177 2.715257 -4.671002
Cl 2.731543 5.571186 -0.713732
Cl 4.260945 3.495602 0.592903
Cl 2.038586 4.751780 1.969828
S -0.409146 -0.813684 2.228668
S -0.676167 -1.856401 -1.235573
O 2.146534 2.635106 -1.450210
O -0.322796 -1.009898 3.659344
O 0.893160 -0.583459 1.543012
O 0.482622 3.622386 -0.731150
O -1.369022 0.186496 1.817588
O 1.486948 2.111331 0.707326
O -1.078407 -2.672934 -2.361965
O 0.754805 -1.646734 -1.140781
O 0.096287 1.637265 -1.870096
O -1.401989 -0.581564 -1.067816
C 0.761490 2.778558 -1.880514
C -1.425564 -3.288799 2.579710
C -1.017448 -2.406172 1.583864
C -2.110067 -4.916050 0.966982
C 0.603811 3.629721 -3.122864
C 1.681459 3.068176 -0.162008
C -1.699541 -4.055043 -0.040872
C 2.626205 4.173694 0.392170
C -1.148717 -2.808333 0.236055
C -1.969107 -4.531183 2.285083
H -0.295928 4.228287 -3.019790
H -1.792585 -4.335246 -1.080678
H 1.475446 4.266993 -3.221863
H -2.278773 -5.188601 3.090097
H -2.537348 -5.880198 0.713827
H -1.306926 -2.969739 3.605151

Forces on the atoms, in the same order (eV/Å):
Pd 0.3 -0.2 0.6
Cl 0.1 0.1 0.3
Cl 0.0 -0.1 0.0
Cl -0.2 0.0 0.0
Cl 0.0 0.0 -0.2
S -0.2 0.4 -0.5
S 0.2 0.1 0.3
O 0.0 0.2 -0.1
O 0.5 -0.2 0.0
O -0.7 0.1 0.0
O 0.0 0.2 0.0
O -0.5 -0.2 0.2
O 0.2 0.3 -0.3
O -0.4 0.1 0.0
O 0.3 -0.4 -0.1
O 0.1 1.0 -0.5
O 0.4 -0.2 0.0
C -0.2 -0.6 0.2
C 0.0 0.0 0.0
C 0.0 -0.1 0.0
C 0.0 0.0 -0.1
C 0.0 -0.1 -0.4
C 0.0 -0.4 0.2
C 0.0 0.0 0.0
C 0.1 0.1 0.2
C 0.0 0.0 0.1
C 0.0 0.0 0.1
H 0.0 0.0 0.0
H 0.0 0.0 0.0
H 0.0 0.1 0.0
H 0.0 0.0 0.0
H 0.0 0.0 0.0
H 0.0 0.0 0.0

Kohn-Sham gap = 7.077 eV
electronic energy = -3902.1868 hartree
charge = -2


No. 5
Molecular formula: C10H7F2N
Method: DFT, the ωB97M-V functional and the def2-TZVPD basis

Element x y z (Å)
F -1.979521 2.821806 -0.169094
F -4.003688 -1.927874 0.864420
N 1.147805 -0.777398 -0.662443
C -2.600473 -0.794907 -0.656142
C -3.462032 -0.817690 0.404217
C 1.670647 1.120357 0.633853
C 2.283405 -1.272198 -0.260814
C -1.825471 0.369961 -1.169677
C 3.183722 -0.700276 0.553860
C -0.499057 0.787330 -0.568168
C 0.821312 0.415305 -0.208626
C 2.861767 0.564939 1.079306
C -1.561232 1.575260 -0.375652
H -1.991491 0.453887 -2.213055
H 2.633595 -2.285582 -0.718927
H 1.145013 1.898071 1.118596
H -3.485527 0.012647 1.108746
H 3.486327 1.232334 1.679311
H -2.090817 -1.653613 -1.109049
H 4.265707 -1.022356 0.669346

Forces on the atoms, in the same order (eV/Å):
F 0.0 -0.7 0.4
F -0.4 -0.7 0.2
N -0.5 -0.8 -0.6
C -0.1 -0.6 1.7
C 3.1 0.9 -2.0
C -0.9 -0.7 0.8
C 1.5 -3.9 -2.2
C -1.4 0.1 1.2
C 3.2 2.4 1.7
C -2.7 3.0 1.5
C 0.6 -1.0 -0.2
C -0.5 0.6 -1.0
C 2.4 -0.4 -1.2
H 0.3 0.2 -1.3
H -1.1 1.7 0.7
H 0.4 1.5 0.4
H -0.8 0.1 -0.3
H 0.1 -0.8 0.1
H -1.3 -0.5 0.1
H -1.8 -0.3 0.0

SMILES = F/C=C/[C@H]1C(F)=C1c1ccccn1
Kohn-Sham gap = 8.791 eV
electronic energy = -639.5729 hartree


No. 6
Molecular formula: C10H7N2O5Pd
Method: DFT, the ωB97M-V functional and the def2-TZVPD basis

Element x y z (Å)
Pd 1.072565 -2.839937 -0.514779
O 0.517854 -0.183804 -2.570831
O 1.258764 -5.822269 -0.350524
O -2.491145 -0.057887 -0.929052
O -0.907371 -2.241337 1.454827
O -1.324326 -2.907107 -1.810087
N 0.662046 3.777709 1.138511
N 0.112303 -0.294283 0.765301
C 0.493589 2.440792 1.034812
C -1.757497 -0.012635 -1.898564
C -0.639971 1.811287 1.594688
C 1.437682 1.638657 0.356447
C -0.482173 -0.681788 -2.059632
C -0.096353 -1.737784 0.714649
C 1.204037 -4.667479 -0.413536
C -0.799296 0.458687 1.473489
C -0.424357 -2.153932 -1.497701
C 1.249749 0.288623 0.263626
H -0.000428 4.353228 1.638771
H -1.782825 0.562610 -2.818322
H -1.402848 2.389386 2.114409
H 1.474572 4.239838 0.756409
H -1.652022 -0.069946 1.882104
H 2.315554 2.089092 -0.106631
H 1.961896 -0.379722 -0.218384

Forces on the atoms, in the same order (eV/Å):
Pd 3.7 2.7 0.3
O -1.4 -0.8 1.0
O -0.2 5.3 -0.2
O 1.3 -0.2 -1.9
O 1.6 1.4 -1.9
O 3.2 1.9 1.5
N -0.2 -1.6 -0.1
N 0.0 2.6 1.0
C -0.1 0.9 0.0
C -2.1 0.9 2.2
C -0.5 0.6 0.4
C 0.9 0.1 -0.5
C 4.1 -0.5 -1.3
C -1.9 -2.0 3.8
C -0.2 -9.3 0.3
C 0.2 -0.9 -0.7
C -6.9 -2.0 -3.9
C -0.6 -0.5 0.1
H -0.4 0.4 0.3
H -1.2 0.7 -0.5
H 0.1 -0.1 0.0
H 0.5 0.3 -0.2
H 0.0 -0.1 0.0
H -0.1 -0.2 0.1
H 0.0 0.3 0.0

Kohn-Sham gap (spin up / spin down) = 5.420 / 4.961 eV
electronic energy = -997.3655 hartree
charge = +3
multiplicity = 5